No. 1
ORCA calculation (ωB97M-V/def2-TZVPD) on a molecular structure, C20H15Co2NO8.

Highest occupied orbital energy (eV): -0.185
HOMO-LUMO gap (eV): 4.868
Charge: -2
Strongest force on any atom (eV/A): 5.2

Structure (XYZ):
```
46
C20H15Co2NO8, DFT ωB97M-V/def2-TZVPD
C -4.04 2.69 4.43
C -2.82 1.89 4.01
O -2.30 2.43 2.77
C -1.22 1.76 2.28
C -0.57 2.57 1.23
N 0.68 2.36 1.04
C 1.70 3.10 0.72
C 2.93 2.48 0.30
C 4.12 3.22 0.11
C 5.26 2.57 -0.35
C 5.22 1.18 -0.62
C 4.04 0.45 -0.40
C 2.91 1.10 0.07
O -0.82 0.67 2.68
H -4.26 2.46 5.48
H -3.88 3.76 4.31
H -4.91 2.39 3.84
H -2.05 1.94 4.79
H -3.07 0.84 3.84
H -1.13 3.42 0.84
H 1.68 4.21 0.83
H 4.12 4.29 0.31
H 6.19 3.13 -0.51
H 6.12 0.68 -0.99
H 4.00 -0.62 -0.60
H 1.99 0.56 0.27
O -4.22 -5.29 -2.01
C -3.13 -4.92 -2.17
Co -1.52 -4.32 -2.45
C -0.78 -4.82 -0.92
O -0.36 -5.21 0.08
C -0.98 -5.43 -3.71
O -0.69 -6.18 -4.54
C -1.90 -2.30 -2.61
C -1.77 -1.35 -1.61
C -2.39 -0.62 -0.66
Co -0.19 -1.85 -2.34
C 0.64 -2.22 -0.82
O 1.25 -2.36 0.16
C 0.59 -0.27 -2.69
O 1.01 0.79 -2.84
C 0.83 -2.94 -3.40
O 1.59 -3.47 -4.10
H -2.54 -2.16 -3.50
H -1.82 0.07 -0.04
H -3.48 -0.70 -0.50
```

Taken from the Mulliken analysis, the atomic charges in e are:
1 C -1.14
2 C -0.20
3 O -0.27
4 C 0.45
5 C -0.60
6 N 0.13
7 C -0.90
8 C 0.87
9 C -0.78
10 C -0.28
11 C -0.50
12 C -0.35
13 C -0.61
14 O -0.68
15 H 0.36
16 H 0.30
17 H 0.28
18 H 0.27
19 H 0.29
20 H 0.34
21 H 0.18
22 H 0.30
23 H 0.32
24 H 0.29
25 H 0.37
26 H 0.55
27 O -0.42
28 C 0.18
29 Co 0.06
30 C 0.11
31 O -0.37
32 C 0.10
33 O -0.40
34 C -0.09
35 C -0.03
36 C -0.71
37 Co 0.20
38 C 0.11
39 O -0.38
40 C 0.16
41 O -0.38
42 C 0.45
43 O -0.40
44 H 0.44
45 H 0.13
46 H 0.24

=====

No. 2
ORCA calculation (ωB97M-V/def2-TZVPD) on a molecular structure, C9H16OSi.

Highest occupied orbital energy (eV): -9.142
HOMO-LUMO gap (eV): 9.243
Strongest force on any atom (eV/A): 3.4

Structure (XYZ):
```
27
C9H16OSi, DFT ωB97M-V/def2-TZVPD
C 1.45 -1.19 -0.01
C 1.89 -2.01 -0.91
C 1.43 1.50 -0.08
C 1.25 -1.02 1.40
C 0.81 0.14 -0.14
C 2.95 1.66 -0.25
C -1.92 -1.48 -0.08
C -1.72 1.06 -1.72
C -1.78 0.95 1.55
O 0.72 2.47 0.04
Si -1.09 0.22 -0.12
H 1.70 -1.87 -1.93
H 2.12 -2.98 -0.68
H 0.46 -1.05 2.14
H 2.13 -0.53 1.81
H 3.12 2.76 -0.25
H 3.32 1.26 -1.16
H 3.54 1.24 0.59
H -1.91 -2.15 0.90
H -2.94 -1.31 -0.24
H -1.60 -2.15 -0.86
H -1.80 0.44 -2.62
H -2.66 1.66 -1.81
H -0.97 1.78 -2.00
H -2.70 1.50 1.33
H -2.07 0.11 2.21
H -1.13 1.73 1.93
```

Taken from the Mulliken analysis, the atomic charges in e are:
1 C 0.33
2 C -0.96
3 C 0.46
4 C -0.82
5 C 0.62
6 C -1.29
7 C -1.19
8 C -1.26
9 C -1.12
10 O -0.60
11 Si 0.45
12 H 0.32
13 H 0.38
14 H 0.31
15 H 0.26
16 H 0.34
17 H 0.34
18 H 0.29
19 H 0.27
20 H 0.37
21 H 0.39
22 H 0.35
23 H 0.38
24 H 0.35
25 H 0.38
26 H 0.27
27 H 0.35

=====

No. 3
ORCA calculation (ωB97M-V/def2-TZVPD) on a molecular structure, C4H3I.

Highest occupied orbital energy (eV): -8.268
HOMO-LUMO gap (eV): 8.650
Strongest force on any atom (eV/A): 8.4

Structure (XYZ):
```
8
C4H3I, DFT ωB97M-V/def2-TZVPD
C -1.38 -0.08 -0.01
C 1.16 0.05 -0.01
C -0.35 -0.98 0.00
C 0.08 0.93 0.00
I 3.19 0.01 0.00
H -2.42 0.11 -0.02
H -0.32 -2.06 0.01
H 0.04 2.01 0.02
```

Taken from the Mulliken analysis, the atomic charges in e are:
1 C -0.58
2 C -0.66
3 C -0.11
4 C 0.02
5 I 0.17
6 H 0.40
7 H 0.37
8 H 0.39

=====

No. 4
ORCA calculation (ωB97M-V/def2-TZVPD) on 4 unconnected molecules or ions with the total composition C5H17NO2.

Highest occupied orbital energy (eV): -9.837
HOMO-LUMO gap (eV): 6.783
Strongest force on any atom (eV/A): 3.4

Structure (XYZ):
```
25
C5H17NO2, DFT ωB97M-V/def2-TZVPD
C 1.82 0.83 -0.20
C 1.14 -0.53 -0.24
C -0.15 -0.74 0.53
C -0.79 -2.09 0.16
C 0.01 -0.62 2.06
N 1.08 1.93 -0.89
H 2.75 0.77 -0.77
H 2.03 1.09 0.83
H 0.95 -0.79 -1.29
H 1.92 -1.25 0.01
H -0.81 0.09 0.24
H -0.44 -2.90 0.81
H -0.69 -2.37 -0.88
H -1.86 -1.91 0.36
H -1.00 -0.54 2.49
H 0.55 0.28 2.36
H 0.60 -1.49 2.42
H 0.05 2.05 -0.57
H 1.55 2.81 -0.69
H -1.45 0.47 -1.70
H -1.66 0.10 -3.21
O -1.14 -0.11 -2.44
H -2.13 1.56 0.42
H -0.37 1.94 0.71
O -1.96 1.44 -0.53
```

Taken from the Mulliken analysis, the atomic charges in e are:
1 C -0.71
2 C -0.76
3 C 1.90
4 C -1.72
5 C -1.52
6 N -0.35
7 H 0.39
8 H 0.27
9 H 0.37
10 H 0.46
11 H -0.94
12 H 0.40
13 H 0.36
14 H 0.39
15 H 0.36
16 H 0.35
17 H 0.39
18 H 0.16
19 H 0.30
20 H 0.43
21 H 0.27
22 O -0.62
23 H 0.34
24 H 0.29
25 O -0.80

=====

No. 5
ORCA calculation (ωB97M-V/def2-TZVPD) on a single C4H8O3 molecule.

Structure (SMILES): O=C(CO)CCO
Highest occupied orbital energy (eV): -10.170
HOMO-LUMO gap (eV): 10.695
Strongest force on any atom (eV/A): 2.1

Structure (XYZ):
```
15
C4H8O3, DFT ωB97M-V/def2-TZVPD
O -1.53 -1.01 -0.39
C -0.97 0.01 -0.03
C -1.28 0.61 1.32
O -2.30 -0.07 1.98
C 0.12 0.65 -0.85
C 1.45 -0.05 -0.66
O 2.00 0.15 0.63
H -0.33 0.60 1.89
H -1.54 1.67 1.18
H -2.46 -0.87 1.45
H -0.14 0.54 -1.91
H 0.24 1.71 -0.59
H 1.37 -1.11 -0.91
H 2.18 0.40 -1.36
H 2.74 0.62 0.23
```

Taken from the Mulliken analysis, the atomic charges in e are:
1 O -0.63
2 C 0.73
3 C -0.50
4 O -0.54
5 C -0.59
6 C -0.52
7 O -0.46
8 H 0.24
9 H 0.28
10 H 0.37
11 H 0.35
12 H 0.26
13 H 0.27
14 H 0.36
15 H 0.36

=====

Please write out number 4 again, unchanged.
ORCA calculation (ωB97M-V/def2-TZVPD) on 4 unconnected molecules or ions with the total composition C5H17NO2.

Highest occupied orbital energy (eV): -9.837
HOMO-LUMO gap (eV): 6.783
Strongest force on any atom (eV/A): 3.4

Structure (XYZ):
```
25
C5H17NO2, DFT ωB97M-V/def2-TZVPD
C 1.82 0.83 -0.20
C 1.14 -0.53 -0.24
C -0.15 -0.74 0.53
C -0.79 -2.09 0.16
C 0.01 -0.62 2.06
N 1.08 1.93 -0.89
H 2.75 0.77 -0.77
H 2.03 1.09 0.83
H 0.95 -0.79 -1.29
H 1.92 -1.25 0.01
H -0.81 0.09 0.24
H -0.44 -2.90 0.81
H -0.69 -2.37 -0.88
H -1.86 -1.91 0.36
H -1.00 -0.54 2.49
H 0.55 0.28 2.36
H 0.60 -1.49 2.42
H 0.05 2.05 -0.57
H 1.55 2.81 -0.69
H -1.45 0.47 -1.70
H -1.66 0.10 -3.21
O -1.14 -0.11 -2.44
H -2.13 1.56 0.42
H -0.37 1.94 0.71
O -1.96 1.44 -0.53
```

Taken from the Mulliken analysis, the atomic charges in e are:
1 C -0.71
2 C -0.76
3 C 1.90
4 C -1.72
5 C -1.52
6 N -0.35
7 H 0.39
8 H 0.27
9 H 0.37
10 H 0.46
11 H -0.94
12 H 0.40
13 H 0.36
14 H 0.39
15 H 0.36
16 H 0.35
17 H 0.39
18 H 0.16
19 H 0.30
20 H 0.43
21 H 0.27
22 O -0.62
23 H 0.34
24 H 0.29
25 O -0.80

=====

Which value of highest occupied orbital energy does entry 1 give? -0.185 eV